[1]
{"formula": "C2H3NO3", "method": "ωB97M-V with the def2-TZVPD basis set", "gap_ha": 0.4397, "e_homo_ev": -11.55, "smiles": "N#CC(O)(O)O", "symbols": ["O", "O", "O", "N", "C", "C", "H", "H", "H"], "xyz": [[-0.06761, -0.10260, 1.37576], [-0.19621, 1.01553, -0.61751], [-0.03187, -1.20405, -0.65675], [-3.35777, -0.14395, -0.02917], [-0.53766, -0.16070, 0.09802], [-2.04255, -0.14543, 0.11076], [0.91540, -0.30771, 1.55918], [-0.93020, 1.62208, -0.70798], [0.33629, -0.77813, -1.41457]], "atomic_forces_ev_per_a": [[1.3, -0.7, 1.3], [0.7, -0.1, -0.2], [-0.5, -0.5, 1.5], [13.0, 0.1, 1.4], [0.6, 1.1, -0.8], [-12.9, -0.7, -1.0], [-2.3, 0.3, -1.3], [-0.3, 0.2, 0.1], [0.4, 0.3, -1.1]]}

---

[2]
{"formula": "C6H7NS", "method": "ωB97M-V with the def2-TZVPD basis set", "gap_ha": 0.3505, "e_homo_ev": -8.60, "smiles": "c1csc(N2CC2)c1", "symbols": ["S", "N", "C", "C", "C", "C", "C", "C", "H", "H", "H", "H", "H", "H", "H"], "xyz": [[1.62448, -1.35961, -0.15358], [-1.04474, -0.86330, 0.55718], [2.78936, -0.06136, -0.00785], [0.73353, 1.06290, 0.01058], [2.19507, 1.18113, -0.06801], [0.34638, -0.26533, 0.07439], [-2.10830, 0.05269, 0.39015], [-2.00966, -1.14165, -0.45470], [-2.68530, -2.00363, -0.19736], [-2.74955, -0.00797, 1.20092], [-1.89160, -1.16626, -1.54143], [-0.00107, 1.83326, 0.29767], [-1.90978, 1.01497, -0.05342], [3.91446, -0.34272, -0.12706], [2.79672, 2.06689, 0.07252]], "atomic_forces_ev_per_a": [[0.7, 0.4, 0.7], [5.4, 1.0, -1.0], [1.5, -0.4, -1.6], [0.1, -0.9, 1.0], [-0.7, -1.4, 1.0], [-2.8, -0.2, 0.5], [-0.1, 0.8, -1.1], [-2.2, -2.2, -0.8], [0.7, 0.9, 0.0], [-1.5, 0.4, 1.3], [0.7, 0.7, 0.4], [0.8, -0.2, -0.5], [-0.1, 0.1, 0.0], [-2.3, 0.8, 0.3], [-0.3, 0.2, -0.3]]}

---

[3]
{"formula": "C7H14", "method": "ωB97M-V with the def2-TZVPD basis set", "gap_ha": 0.3220, "e_homo_ev": -7.82, "smiles": "C[C@@H]1[C@H](C)C1(C)C", "symbols": ["C", "C", "C", "C", "C", "C", "C", "H", "H", "H", "H", "H", "H", "H", "H", "H", "H", "H", "H", "H", "H"], "xyz": [[-0.96145, -1.17704, 1.23231], [0.14776, -0.20683, -0.38883], [-1.16227, 0.37939, -0.92607], [0.40692, -0.41306, 1.18638], [0.65228, 2.18494, 0.50970], [0.71063, -1.29086, -1.24125], [0.96987, 0.72786, 0.35533], [-0.73252, -1.97512, 1.91872], [2.01347, 0.52988, 0.09912], [0.94971, -0.87409, -2.21812], [-1.30564, -1.72619, 0.31227], [-1.69923, 1.04387, -0.23861], [-0.86088, 0.99098, -1.78704], [1.40999, 2.66486, 1.13232], [1.60524, -1.70515, -0.76881], [-1.80775, -0.57322, 1.53279], [0.64298, 2.67857, -0.46811], [-0.31772, 2.32523, 0.98900], [-0.00904, -2.11543, -1.37594], [1.22492, -1.09871, 1.43381], [-1.87728, -0.36987, -1.28895]], "atomic_forces_ev_per_a": [[-0.2, -0.1, 1.2], [0.8, 0.6, -1.0], [0.1, -0.1, 0.0], [-0.9, -1.3, -1.5], [-0.1, 0.2, 0.1], [0.3, 0.1, -0.3], [0.0, 0.3, -0.3], [-0.6, -0.2, 0.8], [0.0, 0.1, 0.7], [0.1, -0.3, -0.3], [0.6, 0.5, 0.6], [0.3, -0.2, 0.0], [-0.2, -0.1, 0.1], [-0.1, 0.0, 0.0], [0.0, 0.1, -0.3], [-0.2, -0.1, 0.5], [0.0, 0.1, 0.1], [0.1, 0.1, -0.1], [0.1, 0.3, 0.0], [-0.4, 0.0, -0.4], [0.2, 0.0, 0.1]]}

---

[4]
{"formula": "CaH18O9", "method": "ωB97M-V with the def2-TZVPD basis set", "gap_ha": 0.4568, "e_homo_ev": -18.68, "charge": 2, "symbols": ["Ca", "O", "O", "O", "O", "O", "O", "O", "O", "O", "H", "H", "H", "H", "H", "H", "H", "H", "H", "H", "H", "H", "H", "H", "H", "H", "H", "H"], "xyz": [[0.08608, 0.00513, 0.00520], [1.06221, 0.47619, -2.19522], [-1.25467, 1.23703, 1.89946], [0.62766, 2.40549, -0.01886], [0.73393, -0.63812, 2.16767], [-1.90282, 1.03276, -0.89650], [-0.85043, -1.69734, -1.88917], [-1.82915, -1.37792, 0.69115], [1.32381, -2.10490, -0.25676], [2.57785, 0.35773, 0.40835], [-2.55823, 0.35330, -0.93155], [2.02808, -2.26805, 0.31471], [3.28310, 0.52872, -0.21198], [0.28728, -1.19938, 2.80242], [0.78346, -2.81631, -0.05678], [1.35529, 1.36825, -2.20198], [-2.35319, 1.86516, -0.98595], [0.63048, 0.37941, -3.02297], [0.70561, 2.98686, -0.74964], [-1.36390, -1.56161, -2.66141], [1.57387, -0.44247, 2.42853], [-2.30937, -1.71152, -0.07067], [2.72902, 1.00510, 1.12171], [-0.06453, -2.09599, -2.24580], [-1.15898, 1.16017, 2.84738], [0.56741, 3.03474, 0.69028], [-2.50453, -1.47673, 1.35305], [-2.20536, 1.19430, 1.66533]], "atomic_forces_ev_per_a": [[0.1, 0.1, -0.1], [0.1, -0.7, 1.2], [-0.6, 0.0, -1.0], [0.0, -0.7, 0.4], [-3.5, -0.6, -1.2], [0.9, 0.0, 0.0], [0.3, 0.3, 1.2], [-0.2, -0.1, -0.5], [-0.4, 2.2, -1.8], [-0.3, 0.3, 1.0], [-0.9, -0.5, -0.2], [2.4, 0.0, 1.4], [0.4, -0.1, -0.4], [0.2, -0.1, 0.3], [-2.1, -2.5, 0.3], [0.7, 1.3, -0.1], [-0.3, 0.7, -0.1], [-0.7, -0.4, -1.3], [0.1, 0.8, -1.5], [-1.2, 0.3, -1.2], [3.6, 0.4, 1.5], [0.3, -0.5, -0.6], [0.1, -0.2, -0.5], [0.9, -0.5, 0.0], [-0.2, 0.0, 0.4], [-0.2, 0.2, 1.1], [-0.2, 0.1, 1.1], [0.8, 0.2, 0.5]]}

---

| no. | LUMO level (eV) |
| --- | --- |
| 1 | 0.4 |
| 2 | 0.9 |
| 3 | 0.9 |
| 4 | -6.3 |